Record 1
5 unconnected molecules or ions with the total composition C45H70FN10O4PS at a distorted geometry, computed with ωB97M-V/def2-TZVPD.

Computed properties:
SMILES: CCCCCCCCCCCCCCCc1c(N=C=S)cc(N=C(C)C)c2nc(P(=N)(O)O)c(C(=O)NC(=O)F)nc12.CCCC#N.CCCC#N.CCCC#N.CCCC#N
Strongest force on any atom: 10.29 eV Å⁻¹
Total energy: -93703.5125 eV
E_HOMO: -8.0396 eV

Last column: Löwdin charge in e.
Element x y z (Å)
C -0.371 2.583 7.389  -0.149
C -0.009 1.005 7.670  -0.279
C -1.113 0.200 8.581  -0.231
C -2.648 0.243 8.005  -0.222
C -2.784 0.066 6.380  -0.237
C -2.742 -1.499 5.859  -0.198
C -2.605 -1.408 4.197  -0.216
C -3.370 -2.637 3.426  -0.218
C -2.433 -3.952 3.124  -0.230
C -0.997 -3.581 2.390  -0.224
C -0.906 -4.349 0.908  -0.189
C -2.060 -3.585 -0.029  -0.227
C -1.411 -2.875 -1.357  -0.207
C -0.568 -1.472 -1.012  -0.185
C -1.453 -0.251 -1.655  -0.187
C -0.764 1.234 -1.563  -0.017
C -1.716 2.436 -0.896  -0.157
N -3.133 2.182 -0.369  0.025
C -3.036 2.364 0.992  -0.568
S -3.183 2.572 2.686  0.639
C -1.151 3.970 -0.778  0.040
C 0.353 4.274 -1.356  -0.102
N 0.868 5.720 -1.280  -0.004
C 0.346 6.482 -2.297  -0.250
C -1.136 7.218 -2.067  -0.079
C 1.077 6.792 -3.745  -0.061
C 1.365 3.119 -2.018  -0.068
N 2.701 3.616 -2.495  0.109
C 3.447 2.430 -3.039  -0.183
P 5.231 2.801 -3.729  0.713
N 5.358 4.407 -4.043  -0.221
O 5.533 1.991 -5.260  -0.249
O 6.459 2.437 -2.549  -0.233
C 2.950 0.883 -3.122  -0.066
C 3.917 -0.341 -3.713  -0.220
O 5.208 -0.501 -3.414  0.000
N 3.306 -1.420 -4.633  0.100
C 3.084 -2.673 -3.760  -0.181
O 1.844 -3.150 -3.501  0.015
F 4.207 -3.433 -3.118  -0.019
N 1.577 0.475 -2.665  0.109
C 0.769 1.607 -2.099  -0.066
H 0.465 3.097 6.713  0.084
H -1.390 2.613 6.801  0.063
H -0.466 3.164 8.425  0.087
H 1.021 0.982 8.232  0.103
H 0.125 0.447 6.644  0.101
H -0.739 -0.901 8.829  0.112
H -1.138 0.756 9.637  0.110
H -3.208 1.209 8.386  0.108
H -3.219 -0.673 8.507  0.115
H -2.011 0.682 5.749  0.089
H -3.856 0.486 6.085  0.119
H -1.800 -2.093 6.238  0.115
H -3.712 -2.077 6.172  0.109
H -1.450 -1.337 3.985  0.105
H -3.070 -0.394 3.779  0.079
H -4.280 -3.015 4.100  0.113
H -3.870 -2.277 2.404  0.098
H -3.056 -4.647 2.379  0.077
H -2.204 -4.599 4.075  0.073
H -0.094 -3.864 3.081  0.070
H -1.035 -2.420 2.121  0.089
H 0.140 -4.192 0.397  0.103
H -1.154 -5.501 1.022  0.108
H -2.729 -2.843 0.580  0.095
H -2.769 -4.462 -0.409  0.087
H -2.315 -2.604 -2.076  0.102
H -0.735 -3.683 -1.888  0.109
H -0.425 -1.424 0.150  0.108
H 0.492 -1.624 -1.489  0.083
H -1.680 -0.454 -2.809  0.122
H -2.523 -0.274 -1.133  0.123
H -1.760 4.883 -0.315  0.112
H -2.004 6.533 -2.466  0.089
H -1.322 7.483 -0.919  0.098
H -1.103 8.201 -2.718  0.078
H 1.565 7.876 -3.662  0.103
H 0.302 6.882 -4.649  0.095
H 1.885 6.001 -4.050  0.077
H 6.133 4.818 -3.442  -0.077
H 4.630 1.730 -5.635  0.077
H 6.954 1.647 -2.935  0.079
H 4.069 -1.728 -5.293  0.138
C -5.399 -7.473 -1.612  -0.116
C -6.515 -6.445 -1.772  -0.278
C -6.035 -5.008 -1.566  -0.187
C -5.479 -4.848 -0.161  -0.138
N -5.018 -4.716 1.005  0.144
H -4.983 -7.463 -0.600  0.071
H -5.782 -8.482 -1.796  0.072
H -4.586 -7.282 -2.322  0.077
H -7.315 -6.676 -1.057  0.112
H -6.944 -6.539 -2.776  0.108
H -6.867 -4.310 -1.705  0.114
H -5.255 -4.755 -2.293  0.114
C 2.292 -6.129 6.601  -0.116
C 2.779 -6.748 5.295  -0.278
C 2.265 -6.008 4.058  -0.186
C 0.746 -6.047 4.031  -0.133
N -0.514 -6.080 4.009  0.147
H 1.202 -6.173 6.687  0.070
H 2.707 -6.671 7.457  0.073
H 2.602 -5.080 6.679  0.078
H 2.462 -7.797 5.260  0.112
H 3.875 -6.741 5.286  0.109
H 2.653 -6.481 3.150  0.115
H 2.599 -4.965 4.067  0.117
C -3.754 2.228 -4.918  -0.114
C -3.566 1.076 -5.900  -0.277
C -4.808 0.191 -6.023  -0.196
C -5.139 -0.422 -4.672  -0.164
N -5.413 -0.930 -3.552  0.102
H -3.938 1.867 -3.901  0.064
H -2.853 2.849 -4.884  0.072
H -4.595 2.864 -5.216  0.077
H -2.709 0.471 -5.577  0.108
H -3.318 1.485 -6.885  0.109
H -4.628 -0.610 -6.747  0.112
H -5.665 0.778 -6.373  0.115
C 9.463 8.631 -3.691  -0.118
C 9.651 7.479 -4.672  -0.279
C 8.409 6.594 -4.796  -0.185
C 8.078 5.981 -3.445  -0.158
N 7.804 5.473 -2.324  0.126
H 9.279 8.270 -2.674  0.070
H 10.365 9.252 -3.657  0.072
H 8.622 9.267 -3.989  0.078
H 10.508 6.874 -4.350  0.112
H 9.899 7.888 -5.658  0.108
H 8.589 5.793 -5.520  0.115
H 7.552 7.181 -5.146  0.119

Record 2
3 unconnected molecules or ions with the total composition C6H18N2O2 at a distorted geometry, computed with ωB97M-V/def2-TZVPD.

Computed properties:
SMILES: C/C(=C\N)C[C@H](C)N.O.O
Strongest force on any atom: 2.42 eV Å⁻¹
Energy relative to the best compared isomer or geometry (same formula, charge and spin): 36.5 kcal per mole
Total energy: -13587.5707 eV
E_HOMO: -7.7546 eV

Last column: natural (NBO) charge in e.
Element x y z (Å)
C -1.297 -1.872 -1.217  -0.655
C -0.637 -0.936 -0.283  -0.106
C -1.369 -0.432 0.745  -0.010
N -2.646 -0.974 0.995  -0.858
C 0.794 -0.471 -0.480  -0.446
C 0.948 1.088 -0.328  -0.031
C 0.823 1.644 -1.759  -0.617
N 2.116 1.628 0.377  -0.843
H -2.298 -1.503 -1.413  0.221
H -0.731 -2.078 -2.145  0.221
H -1.392 -2.872 -0.773  0.201
H -1.008 0.267 1.510  0.210
H -3.142 -0.440 1.688  0.396
H -2.855 -1.870 0.609  0.398
H 1.134 -0.646 -1.523  0.209
H 1.521 -0.822 0.264  0.199
H 0.167 1.733 0.204  0.180
H 0.508 2.748 -1.803  0.207
H 1.827 1.707 -2.100  0.206
H 0.182 0.983 -2.332  0.208
H 3.029 1.269 0.145  0.353
H 2.008 1.342 1.352  0.346
O 3.054 -2.551 0.923  -0.945
H 2.688 -1.885 1.506  0.473
H 2.401 -2.899 0.315  0.478
O -1.987 2.564 2.233  -0.937
H -1.217 2.907 1.757  0.473
H -2.621 2.373 1.533  0.469

Record 3
A gas-phase ion, C18H22F6N3 (charge +1) at a distorted geometry, computed with ωB97M-V/def2-TZVPD.

Computed properties:
SMILES: C=CC[C@@H]1[C@H](C(F)(F)C(F)(F)F)NC(NCc2cccc(C)c2)=[N+]1[C@H](C)F
Strongest force on any atom: 1.27 eV Å⁻¹
Total energy: -39792.1771 eV
E_HOMO: -12.2937 eV
Charge: +1

Last column: natural (NBO) charge in e.
Element x y z (Å)
C -2.414 3.448 -0.790  -0.357
C -1.532 2.544 -1.201  -0.206
C -0.852 1.595 -0.252  -0.468
C 0.667 1.907 -0.119  -0.037
C 1.562 0.852 -0.810  -0.131
C 1.288 0.555 -2.275  0.611
F 1.008 1.738 -2.870  -0.300
F 0.207 -0.253 -2.421  -0.314
C 2.498 -0.101 -3.049  0.921
F 2.200 -1.368 -3.360  -0.297
F 3.597 -0.102 -2.280  -0.308
F 2.755 0.571 -4.167  -0.284
N 1.419 -0.294 0.108  -0.584
C 0.963 0.210 1.272  0.743
N 0.494 -0.481 2.259  -0.488
C 0.385 -1.955 2.221  -0.247
C -0.910 -2.345 1.551  -0.072
C -2.123 -2.138 2.196  -0.218
C -3.298 -2.451 1.532  -0.177
C -3.273 -2.962 0.242  -0.190
C -2.064 -3.191 -0.406  0.007
C -2.018 -3.780 -1.790  -0.638
C -0.885 -2.872 0.263  -0.197
N 1.024 1.610 1.304  -0.485
C 2.279 2.133 1.868  0.356
C 2.704 3.464 1.307  -0.662
F 3.292 1.187 1.719  -0.365
H -2.716 4.282 -1.406  0.217
H -2.867 3.353 0.190  0.193
H -1.295 2.478 -2.256  0.215
H -1.020 0.566 -0.581  0.220
H -1.328 1.706 0.722  0.229
H 0.771 2.932 -0.450  0.263
H 2.584 1.227 -0.751  0.250
H 0.895 -1.067 -0.295  0.437
H 0.141 0.046 3.044  0.440
H 0.463 -2.325 3.238  0.245
H 1.227 -2.314 1.633  0.227
H -2.155 -1.726 3.197  0.214
H -4.240 -2.274 2.031  0.229
H -4.202 -3.185 -0.265  0.227
H -2.667 -3.240 -2.476  0.232
H -2.291 -4.833 -1.759  0.238
H -1.006 -3.722 -2.188  0.215
H 0.065 -3.049 -0.234  0.194
H 2.128 2.242 2.942  0.180
H 3.726 3.625 1.647  0.257
H 2.717 3.508 0.223  0.220
H 2.097 4.253 1.744  0.245

Record 4
5 unconnected molecules or ions with the total composition CH10O5 at a distorted geometry, computed with ωB97M-V/def2-TZVPD.

Computed properties:
SMILES: C=O.O.O.O.O
Strongest force on any atom: 3.12 eV Å⁻¹
Energy relative to the best compared isomer or geometry (same formula, charge and spin): 22.3 kcal per mole
Total energy: -11435.5097 eV
E_HOMO: -9.8748 eV

Last column: natural (NBO) charge in e.
Element x y z (Å)
C 1.181 0.580 2.314  0.240
O 0.191 0.452 3.004  -0.506
H 1.696 -0.298 1.923  0.149
H 1.642 1.586 2.471  0.116
O 0.026 1.414 -1.459  -0.952
H -0.933 1.479 -1.503  0.468
H 0.111 1.287 -0.507  0.485
O -1.644 1.347 0.607  -0.955
H -2.302 0.966 1.200  0.486
H -1.994 2.249 0.547  0.472
O 1.286 -2.399 0.119  -0.963
H 2.147 -2.207 -0.259  0.467
H 0.648 -2.413 -0.602  0.495
O -0.377 -1.627 -2.460  -0.948
H -0.410 -0.658 -2.569  0.484
H -1.270 -1.756 -2.828  0.463

Record 5
A molecular structure, C18H14BrNO2RuS5Te at a distorted geometry, computed with ωB97M-V/def2-TZVPD.

Computed properties:
<S²>: 6.062
Multiplicity: 5
Strongest force on any atom: 2.56 eV Å⁻¹
Energy relative to the best compared isomer or geometry (same formula, charge and spin): 37.3 kcal per mole
Total energy: -158554.1005 eV
E_HOMO (alpha / beta): -13.9870 / -14.0133 eV
Charge: +2

Last column: natural (NBO) charge in e.
Element x y z (Å)
Ru -1.292 -0.179 0.512  0.848
Br -3.511 1.147 -0.389  0.200
C -3.612 0.976 1.536  0.182
C -4.635 1.330 2.380  -0.247
C -4.491 0.955 3.719  -0.082
C -3.367 0.254 4.144  -0.178
C -2.390 -0.051 3.206  0.139
N -2.526 0.336 1.940  -0.504
C -1.111 -0.911 3.389  0.738
O -0.750 -1.249 4.480  -0.499
O -0.561 -1.173 2.258  -0.705
H -5.506 1.849 2.015  0.275
H -5.286 1.182 4.415  0.266
H -3.259 -0.078 5.165  0.283
C 0.003 0.342 -3.867  -0.748
S -1.068 -0.865 -4.685  0.513
C -1.872 -1.702 -3.397  -0.379
C -1.576 -1.772 -2.047  -0.399
S -0.160 -1.243 -1.222  0.074
S -2.728 -2.658 -1.055  0.567
C -3.756 -3.218 -2.366  -0.638
S -5.004 -4.257 -2.143  0.311
S -3.292 -2.587 -3.925  0.616
H 0.410 0.953 -4.668  0.272
H 0.807 -0.161 -3.342  0.253
H -0.597 0.953 -3.195  0.230
C 2.285 -0.072 1.357  -0.596
Te 0.810 1.503 1.237  0.742
C 2.163 2.309 -0.268  -0.621
C 3.296 1.348 -0.442  0.011
C 4.308 1.611 -1.356  -0.226
C 5.365 0.725 -1.485  -0.178
C 5.406 -0.443 -0.720  -0.180
C 4.399 -0.713 0.186  -0.181
C 3.345 0.184 0.339  -0.109
H 1.800 -1.044 1.226  0.257
H 2.702 -0.052 2.369  0.265
H 2.529 3.270 0.102  0.259
H 1.644 2.503 -1.208  0.241
H 4.269 2.506 -1.959  0.225
H 6.162 0.943 -2.179  0.237
H 6.223 -1.136 -0.837  0.238
H 4.424 -1.611 0.782  0.228

Record 6
A molecular structure, C19H14F3N5O6S3V at a distorted geometry, computed with ωB97M-V/def2-TZVPD.

Computed properties:
<S²>: 3.775
Multiplicity: 4
Strongest force on any atom: 3.61 eV Å⁻¹
Energy relative to the best compared isomer or geometry (same formula, charge and spin): 25.4 kcal per mole
Total energy: -106017.8695 eV
E_HOMO (alpha / beta): -1.1783 / -2.2659 eV
Charge: -2

Last column: natural (NBO) charge in e.
Element x y z (Å)
V -0.596 0.775 -0.174  1.522
C 1.400 -1.492 2.969  -0.664
C 0.551 -0.504 2.187  0.211
N -0.119 -0.732 1.006  -0.460
N -0.393 -2.033 0.606  -0.452
C -1.131 -2.929 1.268  0.287
N -1.499 -4.035 0.490  -0.817
S -1.526 -2.730 2.873  -0.293
C 0.387 0.816 2.602  0.118
C 0.877 1.393 3.791  -0.251
C 0.430 2.574 4.215  -0.176
C -0.362 3.361 3.387  -0.321
C -0.671 2.881 2.106  0.129
N -0.391 1.619 1.737  -0.508
H 0.880 -2.050 3.728  0.240
H 2.238 -0.951 3.433  0.210
H 1.773 -2.263 2.227  0.221
H -0.595 -2.021 -0.387  0.414
H -1.638 -3.831 -0.470  0.390
H -2.274 -4.536 0.907  0.392
H 1.452 0.748 4.478  0.197
H 0.610 2.892 5.273  0.193
H -0.704 4.302 3.788  0.204
H -1.221 3.458 1.362  0.243
S 1.641 3.768 0.145  -0.236
C 1.870 2.512 -0.926  -0.077
N 1.471 1.256 -0.630  -0.655
C 2.040 0.426 -1.567  0.207
C 1.977 -0.962 -1.492  -0.211
C 2.462 -1.722 -2.545  -0.219
C 3.097 -1.153 -3.625  -0.256
C 3.293 0.198 -3.684  -0.221
C 2.720 0.990 -2.636  -0.268
S 2.781 2.697 -2.419  0.364
H 1.540 -1.359 -0.632  0.224
H 2.345 -2.817 -2.446  0.200
H 3.486 -1.750 -4.492  0.194
H 3.886 0.632 -4.491  0.202
O -4.509 1.444 0.440  -0.646
C -3.392 1.389 0.071  0.683
O -2.602 0.407 0.140  -0.771
C -2.685 2.676 -0.578  0.677
O -3.363 3.632 -0.905  -0.657
O -1.422 2.560 -0.618  -0.770
F -3.480 -2.063 -2.655  -0.335
C -2.189 -1.887 -3.078  0.883
F -2.125 -2.262 -4.368  -0.328
F -1.572 -2.896 -2.367  -0.368
C -1.703 -0.441 -2.789  0.714
O -2.211 0.461 -3.373  -0.588
O -0.836 -0.447 -1.878  -0.768